No. 1
An isolated ion of composition C18H35N2O6S and charge +1. Source: the OMol25 dataset; level of theory: the ωB97M-V functional and the def2-TZVPD basis.

```
! wB97M-V def2-TZVPD RIJCOSX def2/J DEFGRID3
* xyz 1 1
C 0.4765 3.2781 -2.9638
C 1.9202 3.0125 -2.5517
C 2.4882 1.7260 -3.1568
C 1.9630 0.4630 -2.4785
C 2.5421 0.2134 -1.0808
C 2.2874 -1.2772 -0.8485
C 0.9119 -1.5722 -0.1873
O 0.0834 -2.1344 -0.8940
N 0.7993 -1.2696 1.0950
C -0.4086 -1.4028 1.8931
C -1.4032 -0.2385 1.7054
O -1.1470 0.6906 2.7456
C -2.0958 1.7052 2.8265
S -3.7856 1.0569 3.2075
C -3.4334 0.3198 4.8206
C -2.1609 2.5234 1.5317
O -3.0933 3.5624 1.5654
C -2.4258 1.5811 0.3419
O -2.2723 2.2840 -0.8702
C -1.3897 0.4482 0.3336
O -0.1249 0.9953 0.0271
C -1.1078 -2.7652 1.7046
C -0.1414 -3.9245 1.9426
O -2.1479 -2.7684 2.6567
N 2.1713 -1.8869 -2.2027
C 2.9834 -3.0823 -2.4326
C 2.3701 -0.8178 -3.2056
H 0.4047 3.3726 -4.0445
H -0.1967 2.4852 -2.6476
H 0.1289 4.2078 -2.5220
H 1.9984 2.9721 -1.4642
H 2.5337 3.8477 -2.8919
H 3.5777 1.7414 -3.0833
H 2.2283 1.6935 -4.2164
H 0.8740 0.5096 -2.4106
H 2.0525 0.8223 -0.3263
H 3.6120 0.4258 -1.0749
H 3.0800 -1.7567 -0.2714
H 1.5073 -0.6769 1.5027
H -0.0981 -1.3513 2.9418
H -2.4147 -0.6472 1.8494
H -1.7989 2.3347 3.6703
H -2.6793 -0.4518 4.6950
H -3.0990 1.0936 5.5054
H -4.3642 -0.1155 5.1680
H -1.1841 3.0041 1.3838
H -3.9299 3.2319 1.9223
H -3.4399 1.1646 0.4269
H -2.7419 3.1245 -0.7811
H -1.6674 -0.2863 -0.4377
H -0.3153 1.7667 -0.5334
H -1.5253 -2.8287 0.6898
H 0.2914 -3.8514 2.9375
H -0.6760 -4.8688 1.8666
H 0.6546 -3.9265 1.2045
H -2.5818 -3.6290 2.6480
H 1.1361 -2.1717 -2.1700
H 2.7352 -3.8504 -1.7027
H 2.7852 -3.4736 -3.4290
H 4.0426 -2.8385 -2.3544
H 1.7817 -1.0171 -4.0999
H 3.4287 -0.7767 -3.4752
*
```

Values from the calculation:
* HOMO: -11.142 eV
* energy: -1665.82752 hartree
* orbital gap: 8.9 eV
* energy above the lowest of the compared OMol25 structures with the same formula, charge and spin: 0.2 kcal per mole
* LUMO level: -2.21 eV
* SMILES string: CCC[C@@H]1C[C@@H](C(=O)N[C@@H]([C@H]2O[C@H](SC)[C@H](O)[C@@H](O)[C@H]2O)[C@@H](C)O)[N@H+](C)C1

=====

No. 2
C21H18FeN5OS3 as an isolated structure. Source: the OMol25 dataset; level of theory: the ωB97M-V functional and the def2-TZVPD basis.

```
! wB97M-V def2-TZVPD RIJCOSX def2/J DEFGRID3
* xyz 0 6
Fe 0.4053 0.2984 -0.3888
S -1.7099 1.4753 1.0987
C -0.9751 2.6377 0.1121
N 0.0358 2.3171 -0.6722
C 0.4785 3.3681 -1.4587
C 1.4944 3.3114 -2.4066
C 1.8073 4.4649 -3.1030
C 1.1252 5.6603 -2.8686
C 0.1066 5.7213 -1.9322
C -0.2117 4.5655 -1.2332
S -1.4406 4.3125 -0.0217
H 2.0124 2.3771 -2.5753
H 2.5952 4.4395 -3.8445
H 1.3907 6.5480 -3.4276
H -0.4297 6.6439 -1.7526
C -2.2268 -3.2510 -0.9080
C -2.1105 -3.9457 0.2852
C -1.3403 -3.4157 1.3056
C -0.7190 -2.1897 1.1015
N -0.8358 -1.5319 -0.0472
C -1.5565 -2.0470 -1.0379
C 0.1226 -1.5150 2.1168
C 0.1166 -1.8909 3.4519
C 0.8841 -1.1784 4.3557
C 1.6289 -0.1079 3.8987
C 1.5851 0.2041 2.5504
N 0.8599 -0.4880 1.6705
H -2.8129 -3.6354 -1.7304
H -2.6070 -4.8978 0.4184
H -1.2152 -3.9543 2.2333
H -1.5680 -1.4725 -1.9547
H -0.5018 -2.7105 3.7863
H 0.8848 -1.4478 5.4037
H 2.2301 0.4912 4.5675
H 2.1555 1.0237 2.1407
O 0.8199 -0.4220 -1.9060
C 5.8398 -0.5401 0.5828
N 4.8445 -1.1672 -0.2616
C 4.9172 -2.4280 -0.8291
C 3.7873 -2.5919 -1.5537
N 3.0457 -1.4429 -1.4328
C 3.6846 -0.5753 -0.6402
S 3.1694 0.9921 -0.2024
H 6.6520 -1.2449 0.7434
H 5.3970 -0.2644 1.5386
H 6.2227 0.3623 0.1094
H 5.7609 -3.0743 -0.6689
H 3.4600 -3.4269 -2.1461
H 2.0489 -1.1625 -1.7814
*
```

Values from the calculation:
* HOMO (alpha / beta): -7.234 / -7.205 eV
* energy: -3618.40627 hartree
* orbital gap (alpha / beta): 6.9 / 6.8 eV
* energy above the lowest of the compared OMol25 structures with the same formula, charge and spin: 0.0 kcal per mole
* LUMO level (alpha / beta): -0.37 / -0.44 eV

=====

No. 3
An isolated ion of composition C4H7INO and charge +1 at a distorted geometry. Source: the OMol25 dataset; level of theory: the ωB97M-V functional and the def2-TZVPD basis.

```
! wB97M-V def2-TZVPD RIJCOSX def2/J DEFGRID3
* xyz 1 1
C -0.2384 0.6349 1.9345
C -0.7428 0.1940 0.6455
I -2.5208 1.0125 0.0776
N -0.1010 -0.7250 -0.0566
C 1.2481 -0.6544 -0.5218
C 0.0803 -0.7132 -1.4865
O -0.5452 0.4285 -1.9146
H -0.9820 0.4786 2.8222
H 0.7631 0.1805 2.0944
H 0.1187 1.6289 1.9007
H 1.7679 -1.5636 -0.4216
H 1.9926 0.1506 -0.3427
H -0.1896 -1.6813 -1.8829
H -0.6509 0.6290 -2.8484
*
```

Values from the calculation:
* HOMO: -14.002 eV
* energy: -583.94759 hartree
* orbital gap: 8.8 eV
* energy above the lowest of the compared OMol25 structures with the same formula, charge and spin: 45.3 kcal per mole
* LUMO level: -5.16 eV
* SMILES string: C/C(I)=[N+]1\C[C@@H]1O

=====

No. 4
A single C3H6N2 molecule. Source: the OMol25 dataset; level of theory: the ωB97M-V functional and the def2-TZVPD basis.

```
! wB97M-V def2-TZVPD RIJCOSX def2/J DEFGRID3
* xyz 0 1
C -0.7907 0.5688 0.9496
N 0.0153 1.4913 0.5672
N 0.8415 0.9683 -0.3797
C 0.5935 -0.4254 -0.6905
C -0.6059 -0.7383 0.2260
H -1.5294 0.7773 1.7203
H 1.5562 1.5336 -0.7872
H 0.3602 -0.5596 -1.7487
H 1.4680 -1.0539 -0.4439
H -0.4061 -1.5400 0.9507
H -1.5027 -1.0220 -0.3638
*
```

Values from the calculation:
* HOMO: -7.873 eV
* energy: -227.37203 hartree
* orbital gap: 9.0 eV
* energy above the lowest of the compared OMol25 structures with the same formula, charge and spin: 33.1 kcal per mole
* LUMO level: 1.17 eV
* SMILES string: C1=NNCC1

=====

No. 5
A 2-piece molecular cluster, C3H5NOS overall at a distorted geometry. Source: the OMol25 dataset; level of theory: the ωB97M-V functional and the def2-TZVPD basis.

```
! wB97M-V def2-TZVPD RIJCOSX def2/J DEFGRID3
* xyz 0 1
C 0.4438 1.0014 -0.0113
C -1.0050 0.7339 0.0758
N -2.1997 0.9020 -0.0473
S -3.6927 0.9180 -0.0625
H 0.9793 0.1889 -0.6344
H 0.9359 0.8625 1.0508
H 0.6817 1.8506 -0.4602
C -1.3423 -1.7800 0.1237
O -2.5922 -1.8597 0.1035
H -0.7602 -1.7221 -0.8163
H -0.5570 -1.6608 0.8820
*
```

Values from the calculation:
* HOMO: -8.371 eV
* energy: -645.35366 hartree
* orbital gap: 8.5 eV
* energy above the lowest of the compared OMol25 structures with the same formula, charge and spin: 99.2 kcal per mole
* LUMO level: 0.16 eV
* SMILES string: CC#[N+][S-].C=O

=====

No. 6
A 2-piece molecular cluster, C3H6NS overall. Source: the OMol25 dataset; level of theory: the ωB97M-V functional and the def2-TZVPD basis.

```
! wB97M-V def2-TZVPD RIJCOSX def2/J DEFGRID3
* xyz -1 1
C 0.3694 0.8007 -0.3119
C 0.4200 0.7857 -1.6442
C 1.0189 -1.1003 0.8081
N 1.2349 0.1146 0.5363
H -0.3869 1.4292 0.1442
H 1.2052 0.2800 -2.1935
H -0.2536 1.4261 -2.1977
H 1.7388 -1.5644 1.4782
H 0.1437 -1.6199 0.4177
S -2.2599 -0.2538 1.0161
H -3.2305 -0.2979 1.9467
*
```

Values from the calculation:
* HOMO: -2.685 eV
* energy: -570.82890 hartree
* orbital gap: 6.9 eV
* energy above the lowest of the compared OMol25 structures with the same formula, charge and spin: 3.9 kcal per mole
* LUMO level: 4.21 eV

=====

No. 7
A 2-piece molecular cluster, C2H3NO3 overall at a distorted geometry. Source: the OMol25 dataset; level of theory: the ωB97M-V functional and the def2-TZVPD basis.

```
! wB97M-V def2-TZVPD RIJCOSX def2/J DEFGRID3
* xyz 0 1
O 0.3572 2.2931 -0.3598
C 0.2765 0.0523 -0.4358
N 0.0723 -1.2092 -0.6802
C -0.5510 -1.7162 0.4990
O -1.7239 -1.4311 0.6634
O 0.1883 -2.3811 1.2104
H 1.2558 0.4594 -0.1405
H 0.7005 3.1684 -0.1382
H -0.5757 0.7644 -0.6184
*
```

Values from the calculation:
* HOMO: -10.104 eV
* energy: -358.18283 hartree
* orbital gap: 5.1 eV
* energy above the lowest of the compared OMol25 structures with the same formula, charge and spin: 217.6 kcal per mole
* LUMO level: -4.97 eV

=====

No. 8
C41H43N7O4PRbS as an isolated structure at a distorted geometry. Source: the OMol25 dataset; level of theory: the ωB97M-V functional and the def2-TZVPD basis.

```
! wB97M-V def2-TZVPD RIJCOSX def2/J DEFGRID3
* xyz 0 1
Rb 2.0279 4.1873 2.4813
C 1.8318 3.1463 5.5110
C 0.5432 2.8208 5.0047
C 0.7085 1.7114 4.0871
C 2.0658 1.4010 4.1009
C 2.7763 2.1929 5.0107
H 2.0471 3.8677 6.2801
H -0.3677 3.3775 5.2951
H -0.0305 1.2693 3.5131
H 2.4680 0.6201 3.4443
H 3.8249 2.3195 5.1933
O -2.3982 -1.4668 -3.4698
C -2.0242 -1.6787 -2.2213
O -1.0099 -2.2298 -1.9153
C -2.9507 -1.0766 -1.1075
C -4.1334 -0.4034 -1.4459
C -4.8196 0.1889 -0.4024
C -4.2898 0.1067 0.8965
C -3.0582 -0.5642 1.0788
N -2.4041 -1.1927 0.0988
C -2.4700 -0.6784 2.4975
O -3.0185 -0.1534 3.4477
O -1.4898 -1.5305 2.5220
H -1.6621 -1.8557 -3.9505
H -4.4836 -0.4714 -2.4294
H -5.7862 0.5794 -0.6136
H -4.6377 0.6680 1.7448
H 0.7303 1.7636 -1.0134
C 1.2945 -1.8597 -8.3250
C 1.8718 -0.5142 -7.9232
C 2.0966 0.3415 -9.2329
C 3.1927 -0.6206 -7.2808
C 0.7481 0.2058 -7.0664
C -0.5514 0.4203 -7.5722
C -1.5893 1.0161 -6.8608
C -1.2627 1.3988 -5.5370
S -2.3417 1.9926 -4.2804
C -1.0726 1.8690 -3.1512
N 0.0795 1.4360 -3.6160
C -0.0234 1.0756 -4.9663
C 0.9992 0.5046 -5.7287
C -1.2136 2.3729 -1.6999
C -2.3360 3.0602 -1.2186
C -2.6067 3.2157 0.0906
C -1.6616 2.9433 1.0847
C -0.4779 2.3357 0.6013
C -0.2432 2.1587 -0.7680
H 2.1509 -2.4831 -8.6923
H 0.5129 -1.6653 -9.1164
H 0.7124 -2.3089 -7.4665
H 2.7133 -0.2410 -9.9281
H 2.7157 1.3028 -9.0448
H 1.1401 0.6769 -9.6222
H 3.7816 -1.3110 -7.9088
H 3.0638 -1.0753 -6.2636
H 3.7185 0.3508 -7.0790
H -0.7978 0.1634 -8.5676
H -2.5276 1.2047 -7.3306
H 1.9479 0.3680 -5.3692
H -3.1176 3.4145 -1.9937
H -3.5454 3.5781 0.3614
H -1.8188 3.2408 2.1554
H 0.3127 2.2202 1.4805
C -1.0175 -1.0253 6.1961
N -0.7062 -2.0331 5.0938
C 0.7439 -2.1971 5.0967
N 1.3967 -2.5624 6.3266
C 0.9746 -1.5570 7.3502
N -0.4287 -1.4187 7.4785
C -1.0314 -2.6648 8.0198
P -0.8069 -4.1614 6.9717
C -1.3301 -3.3170 5.3942
C 1.0474 -3.8830 6.7662
H -2.0752 -0.8632 6.1248
H -0.4887 -0.1015 5.8696
H -1.2364 -1.7489 3.4835
H 1.1087 -1.2170 4.7903
H 1.0592 -2.9307 4.3070
H 1.3420 -0.5704 7.0004
H 1.4331 -1.8310 8.2540
H -2.0952 -2.5708 8.2424
H -0.7039 -2.7992 8.9934
H -2.4603 -3.2456 5.3951
H -1.1136 -3.9702 4.5764
H 1.3564 -4.6063 5.9816
H 1.5548 -4.0879 7.6949
N 3.7050 1.3582 -4.1234
C 3.3405 1.2598 -3.0431
C 2.8905 0.9688 -1.7240
C 2.0493 -0.1390 -1.4977
C 1.6614 -0.4640 -0.2284
C 1.9877 0.4527 0.7729
N 2.7701 1.5252 0.5969
C 3.3019 1.7433 -0.6139
H 1.5885 -0.7100 -2.2984
H 0.9627 -1.2785 -0.0492
H 1.4535 0.3268 1.7676
H 3.9118 2.6126 -0.7682
*
```

Values from the calculation:
* HOMO: -6.714 eV
* energy: -3035.97138 hartree
* orbital gap: 6.2 eV
* LUMO level: -0.51 eV

=====

No. 9
A 4-piece molecular cluster, C26H65BO16P3 overall at a distorted geometry. Source: the OMol25 dataset; level of theory: the ωB97M-V functional and the def2-TZVPD basis.

```
! wB97M-V def2-TZVPD RIJCOSX def2/J DEFGRID3
* xyz -1 1
C -1.1594 -5.3600 -2.3493
C -0.7514 -5.0279 -3.7739
O -0.1243 -3.7734 -3.9056
C 1.1614 -3.7263 -3.3058
C 1.8359 -2.3966 -3.6163
O 1.7477 -1.4649 -2.5748
C 0.3865 -0.9901 -2.3481
B 0.3135 0.3825 -1.4156
C 0.3503 1.6561 -2.5327
C 1.4367 1.5718 -3.5853
O 1.9568 2.8872 -3.9896
C -1.1525 0.5709 -0.6957
C -1.5699 -0.3063 0.4829
C -1.8888 -1.7530 0.1179
C -2.7669 -2.4418 1.1456
C -2.1348 -2.5903 2.5109
O -1.4600 -3.8503 2.6317
C -0.6682 -3.8689 3.7916
C 1.6385 0.6561 -0.4917
C 2.0222 -0.2272 0.7223
C 1.7057 0.4480 2.0768
C 1.5269 -1.6690 0.7244
H -1.6002 -4.5030 -1.8546
H -0.3248 -5.7455 -1.7733
H -1.9154 -6.1412 -2.3863
H -1.6458 -4.9811 -4.3892
H -0.1108 -5.8114 -4.1952
H 1.7757 -4.5500 -3.6878
H 1.0790 -3.8217 -2.2249
H 2.9007 -2.5981 -3.7608
H 1.4149 -1.9872 -4.5371
H -0.1595 -1.8322 -1.9063
H -0.0846 -0.8296 -3.3220
H 0.4656 2.5947 -1.9900
H -0.6161 1.7193 -3.0424
H 2.2972 0.9862 -3.2653
H 1.0617 1.1458 -4.5083
H 2.4423 3.1919 -3.2041
H -1.9342 0.4725 -1.4572
H -1.2078 1.6105 -0.3650
H -2.5147 0.0816 0.8826
H -0.8874 -0.2468 1.3256
H -0.9903 -2.3385 -0.0678
H -2.4373 -1.7030 -0.8234
H -3.0886 -3.4241 0.8025
H -3.6769 -1.8672 1.2893
H -2.9043 -2.5288 3.2819
H -1.3965 -1.8065 2.6715
H -1.2463 -3.5616 4.6660
H -0.2812 -4.8711 3.9450
H 0.1753 -3.1794 3.6900
H 1.5773 1.6841 -0.1416
H 2.4913 0.6543 -1.1646
H 3.1086 -0.2947 0.7238
H 1.2902 1.4411 1.9516
H 2.5924 0.5202 2.7043
H 0.9674 -0.1190 2.6421
H 0.5895 -1.8140 1.2577
H 1.4204 -2.0999 -0.2670
H 2.2584 -2.2867 1.2493
C 6.9494 2.0102 -3.8113
O 5.7858 1.8038 -3.0225
P 5.8071 1.1675 -1.5563
O 5.2812 2.0421 -0.5195
O 7.3154 0.6898 -1.3157
C 8.2548 1.6150 -0.7687
O 5.0172 -0.1793 -1.7213
C 5.3992 -1.1527 -2.6879
H 7.4542 2.9310 -3.5118
H 7.6398 1.1691 -3.7400
H 6.6270 2.1084 -4.8456
H 7.7544 2.4879 -0.3505
H 8.9519 1.9278 -1.5484
H 8.8082 1.1093 0.0198
H 6.4847 -1.2259 -2.7813
H 4.9572 -0.9072 -3.6543
H 5.0077 -2.1097 -2.3529
C -0.5483 7.1166 1.5106
O -0.5987 5.7990 0.9824
P 0.4320 4.6437 1.3959
O -0.1929 3.4785 1.9981
O 1.5324 5.3640 2.3043
C 1.3108 5.4630 3.7112
O 1.2140 4.3429 0.0679
C 1.8958 5.3735 -0.6404
H -1.0284 7.1528 2.4907
H 0.4763 7.4821 1.5872
H -1.0967 7.7632 0.8284
H 0.5037 4.8054 4.0330
H 1.0706 6.4965 3.9690
H 2.2287 5.1742 4.2184
H 2.3644 6.0876 0.0391
H 1.2023 5.8904 -1.3050
H 2.6714 4.8975 -1.2347
C -8.2122 -2.1579 4.8243
O -7.1013 -2.4547 3.9849
P -6.5581 -1.4587 2.8579
O -5.1726 -1.0495 3.0253
O -7.6142 -0.2673 2.7868
C -7.4409 0.8663 3.6452
O -6.8292 -2.2434 1.5158
C -8.1444 -2.6916 1.1955
H -7.9014 -1.5203 5.6532
H -9.0192 -1.6783 4.2702
H -8.5784 -3.1004 5.2255
H -6.4452 0.8809 4.0866
H -8.1954 0.8407 4.4329
H -7.5787 1.7642 3.0483
H -8.9017 -1.9685 1.5008
H -8.3377 -3.6529 1.6736
H -8.1932 -2.8133 0.1167
*
```

Values from the calculation:
* HOMO: -3.949 eV
* energy: -3282.62638 hartree
* orbital gap: 6.0 eV
* energy above the lowest of the compared OMol25 structures with the same formula, charge and spin: 7.0 kcal per mole
* LUMO level: 2.01 eV

=====

No. 10
C24H19HfN7OS4 as an isolated structure. Source: the OMol25 dataset; level of theory: the ωB97M-V functional and the def2-TZVPD basis.

```
! wB97M-V def2-TZVPD RIJCOSX def2/J DEFGRID3
* xyz 2 1
Hf 0.4110 -0.9112 0.7961
O -0.6116 -0.5517 4.6087
C -0.3644 -1.1557 3.5924
N 0.7917 -1.0819 2.8507
C 1.8206 -0.2628 3.4819
C 2.8079 0.2124 2.4655
C 4.0637 0.6611 2.8391
C 4.9181 1.1486 1.8686
C 4.4994 1.1636 0.5413
C 3.2566 0.6691 0.2332
N 2.4179 0.1931 1.1770
C -1.3499 -2.1150 2.9843
C -2.3255 -2.7552 3.7170
C -3.0912 -3.7202 3.0805
C -2.8589 -4.0031 1.7380
C -1.8899 -3.2915 1.0636
N -1.1521 -2.3550 1.6763
H 2.3392 -0.8274 4.2593
H 1.3613 0.5959 3.9818
H 4.3531 0.6312 3.8808
H 5.9023 1.5096 2.1365
H 5.1373 1.5380 -0.2464
H 2.8994 0.6377 -0.7871
H -2.4505 -2.5068 4.7618
H -3.8519 -4.2616 3.6270
H -3.4172 -4.7729 1.2246
H -1.6694 -3.4839 0.0200
S -1.7210 -0.7527 -4.4732
C -0.5556 -1.0273 -3.3698
S -0.0878 -2.6546 -2.8351
C 0.9032 -1.9575 -1.5956
N 0.9321 -0.6506 -1.6124
N 0.2080 -0.1380 -2.6678
C 0.4262 1.2275 -3.0619
C 0.6689 1.4947 -4.4033
C 0.8991 2.7992 -4.8020
C 0.9058 3.8290 -3.8682
C 0.6946 3.5446 -2.5282
C 0.4539 2.2394 -2.1215
S 1.6297 -2.8040 -0.2648
H 0.6722 0.6937 -5.1290
H 1.0848 3.0107 -5.8462
H 1.0921 4.8463 -4.1844
H 0.7264 4.3389 -1.7941
H 0.3347 2.0164 -1.0678
S -0.5099 1.5994 1.3566
C -1.7421 1.1093 0.3265
N -2.8250 1.8754 0.0410
C -3.7927 1.4822 -0.8169
C -3.7006 0.2563 -1.4073
C -2.5948 -0.5240 -1.0787
N -1.6346 -0.1088 -0.2625
H -2.8873 2.7818 0.4925
H -4.6019 2.1800 -0.9865
H -4.4439 -0.0951 -2.1056
H -2.4815 -1.5167 -1.5063
*
```

Values from the calculation:
* HOMO: -13.733 eV
* energy: -3024.95428 hartree
* orbital gap: 6.5 eV
* energy above the lowest of the compared OMol25 structures with the same formula, charge and spin: 0.0 kcal per mole
* LUMO level: -7.24 eV